DFT (wB97M-V/def2-TZVPD) results for a cluster of 6 separate species, C33H75IN2O7 in total in a non-equilibrium geometry.

Last column: Löwdin charge in e.
Geometry (Å):
C (5.261, -2.618, 1.152)  -0.141
C (4.811, -1.394, 0.194)  -0.266
C (3.793, -0.396, 0.945)  -0.216
C (3.396, 0.803, -0.062)  -0.199
C (3.202, 2.196, 0.714)  -0.196
C (1.682, 2.751, 0.636)  -0.194
C (0.758, 2.157, 1.823)  -0.187
C (-0.461, 1.302, 1.212)  -0.210
C (-1.828, 2.115, 1.103)  -0.121
C (-2.914, 1.402, 0.137)  -0.204
O (-2.470, -0.002, 0.176)  -0.033
C (-3.570, -0.756, -0.306)  -0.308
O (-3.264, -1.771, -0.938)  0.093
C (-4.980, -0.081, 0.033)  -0.281
C (-5.924, -0.709, 1.165)  -0.118
C (-5.890, -2.313, 1.270)  -0.288
C (-6.602, -2.695, 2.683)  -0.617
I (-6.735, -4.895, 2.841)  0.665
N (-5.533, 0.329, -1.280)  -0.005
C (-6.633, -0.533, -1.773)  -0.246
C (-6.138, -1.976, -2.301)  -0.096
C (-4.377, 1.218, 0.803)  -0.275
N (-5.230, 2.427, 0.908)  0.049
H (6.119, -3.187, 0.667)  0.064
H (4.406, -3.367, 1.277)  0.073
H (5.613, -2.270, 2.173)  0.067
H (5.751, -0.852, -0.138)  0.102
H (4.220, -1.863, -0.652)  0.102
H (2.826, -0.972, 1.165)  0.114
H (4.238, -0.005, 1.913)  0.102
H (2.469, 0.465, -0.621)  0.101
H (4.239, 0.956, -0.821)  0.098
H (3.890, 2.977, 0.240)  0.089
H (3.486, 2.080, 1.818)  0.101
H (1.298, 2.428, -0.396)  0.104
H (1.664, 3.893, 0.657)  0.084
H (1.418, 1.446, 2.439)  0.101
H (0.425, 2.971, 2.547)  0.107
H (-0.093, 0.912, 0.201)  0.110
H (-0.582, 0.387, 1.892)  0.114
H (-1.559, 3.168, 0.733)  0.122
H (-2.241, 2.267, 2.161)  0.117
H (-3.026, 1.892, -0.880)  0.160
H (-7.019, -0.392, 1.019)  0.123
H (-5.655, -0.332, 2.214)  0.118
H (-4.813, -2.699, 1.336)  0.112
H (-6.502, -2.838, 0.476)  0.089
H (-6.017, -2.262, 3.551)  0.054
H (-7.655, -2.249, 2.607)  0.061
H (-5.745, 1.328, -1.333)  0.107
H (-7.526, -0.621, -1.068)  0.102
H (-7.047, -0.016, -2.713)  0.121
H (-7.109, -2.536, -2.552)  0.076
H (-5.623, -2.590, -1.506)  0.044
H (-5.572, -1.885, -3.276)  0.086
H (-4.067, 1.054, 1.898)  0.145
H (-6.163, 2.298, 0.507)  0.066
H (-5.305, 2.780, 1.863)  0.076
C (3.907, 0.318, -5.792)  -0.067
C (4.242, 0.392, -4.310)  -0.500
C (4.955, -0.867, -3.841)  -0.061
O (3.043, 0.567, -3.560)  -0.063
H (3.237, -0.523, -5.998)  0.081
H (3.386, 1.224, -6.113)  0.079
H (4.810, 0.201, -6.396)  0.079
H (4.874, 1.264, -4.120)  0.137
H (4.321, -1.749, -3.981)  0.085
H (5.180, -0.805, -2.773)  0.056
H (5.889, -1.019, -4.387)  0.081
H (2.476, -0.199, -3.721)  0.090
C (4.535, 6.224, -1.344)  -0.063
C (3.226, 6.199, -0.571)  -0.490
C (2.772, 7.604, -0.206)  -0.063
O (3.393, 5.429, 0.619)  -0.082
H (5.333, 6.670, -0.746)  0.065
H (4.855, 5.208, -1.590)  0.077
H (4.435, 6.793, -2.272)  0.085
H (2.455, 5.708, -1.170)  0.139
H (3.510, 8.099, 0.433)  0.081
H (1.837, 7.570, 0.359)  0.079
H (2.619, 8.214, -1.099)  0.080
H (4.073, 5.856, 1.156)  0.094
C (-2.818, -4.456, 4.162)  -0.075
C (-2.466, -4.383, 5.640)  -0.499
C (-1.773, -5.654, 6.106)  -0.067
O (-3.655, -4.183, 6.402)  -0.062
H (-3.506, -5.284, 3.965)  0.052
H (-3.326, -3.541, 3.844)  0.068
H (-1.924, -4.591, 3.549)  0.083
H (-1.816, -3.523, 5.821)  0.139
H (-2.425, -6.524, 5.976)  0.081
H (-1.536, -5.593, 7.171)  0.079
H (-0.847, -5.825, 5.551)  0.080
H (-4.237, -4.939, 6.249)  0.084
C (9.014, 5.246, 0.685)  -0.064
C (7.865, 4.911, -0.253)  -0.497
C (8.229, 3.771, -1.190)  -0.060
O (7.525, 6.066, -1.019)  -0.077
H (9.897, 5.566, 0.122)  0.081
H (8.743, 6.074, 1.345)  0.080
H (9.286, 4.384, 1.300)  0.081
H (6.981, 4.639, 0.331)  0.136
H (9.085, 4.040, -1.818)  0.082
H (7.399, 3.549, -1.865)  0.076
H (8.478, 2.865, -0.631)  0.081
H (8.299, 6.316, -1.540)  0.094
C (-5.877, -7.104, -3.452)  -0.066
C (-5.510, -5.855, -2.667)  -0.495
C (-4.821, -6.197, -1.358)  -0.060
O (-6.692, -5.104, -2.393)  -0.074
H (-6.572, -7.731, -2.884)  0.080
H (-6.382, -6.837, -4.384)  0.079
H (-4.990, -7.695, -3.692)  0.079
H (-4.852, -5.223, -3.270)  0.141
H (-5.480, -6.790, -0.716)  0.079
H (-4.577, -5.285, -0.806)  0.073
H (-3.900, -6.760, -1.528)  0.082
H (-7.279, -5.657, -1.861)  0.090

The total charge is 0. The HOMO energy comes out at -9.09 eV. The value obtained for the gap between HOMO and LUMO is 9.3 eV. As for the energy: -60846.819 eV. The value obtained for the maximum force is 3.5 eV/A.

DFT (wB97M-V/def2-TZVPD) results for a cluster of 6 separate species, C33H75N3O6S3 in total in a non-equilibrium geometry.

Last column: Löwdin charge in e.
Geometry (Å):
C (-21.629, 27.993, 9.774)  -0.271
S (-20.139, 27.128, 10.330)  0.838
O (-19.815, 26.071, 9.344)  -0.557
C (-18.973, 28.508, 9.987)  -0.261
H (-22.522, 27.384, 9.906)  0.051
H (-21.487, 28.406, 8.776)  0.044
H (-21.850, 28.862, 10.405)  0.054
H (-17.965, 28.199, 10.265)  0.052
H (-19.127, 29.411, 10.584)  0.053
H (-18.978, 28.823, 8.945)  0.040
C (-16.028, 33.022, 6.874)  -0.262
S (-15.352, 31.734, 5.741)  0.836
O (-15.565, 30.362, 6.347)  -0.573
C (-16.596, 31.888, 4.433)  -0.258
H (-15.291, 33.284, 7.633)  0.041
H (-16.953, 32.759, 7.390)  0.054
H (-16.250, 33.946, 6.334)  0.048
H (-17.588, 31.779, 4.862)  0.059
H (-16.378, 31.004, 3.829)  0.021
H (-16.379, 32.763, 3.825)  0.056
C (-17.888, 28.104, 4.668)  -0.252
S (-17.759, 26.412, 5.397)  0.856
O (-16.455, 25.684, 5.253)  -0.551
C (-17.667, 27.045, 7.076)  -0.264
H (-17.052, 28.749, 4.946)  0.023
H (-18.838, 28.544, 4.971)  0.050
H (-17.867, 28.017, 3.583)  0.027
H (-17.294, 26.255, 7.732)  0.053
H (-18.673, 27.169, 7.481)  0.008
H (-17.034, 27.919, 7.221)  0.057
C (-25.429, 25.656, 3.742)  -0.048
C (-23.925, 25.782, 3.914)  -0.523
C (-23.594, 27.284, 3.987)  -0.151
C (-22.349, 27.768, 4.701)  -0.180
C (-22.044, 26.987, 6.006)  -0.124
C (-22.332, 25.455, 5.905)  -0.486
N (-23.553, 25.119, 5.165)  -0.099
O (-23.777, 23.721, 5.110)  -0.003
C (-21.007, 24.839, 5.452)  -0.045
C (-22.582, 25.052, 7.367)  -0.039
C (-23.193, 25.221, 2.693)  -0.029
H (-25.655, 24.657, 3.347)  0.082
H (-25.741, 26.201, 2.840)  0.088
H (-26.072, 25.922, 4.574)  0.086
H (-23.556, 27.726, 2.986)  0.117
H (-24.525, 27.754, 4.331)  0.112
H (-22.392, 28.837, 4.916)  0.109
H (-21.554, 27.638, 3.956)  0.103
H (-22.749, 27.449, 6.703)  0.109
H (-21.022, 27.291, 6.229)  0.100
H (-21.037, 23.740, 5.401)  0.088
H (-20.662, 25.097, 4.453)  0.067
H (-20.283, 24.939, 6.262)  0.067
H (-22.802, 23.980, 7.368)  0.080
H (-21.772, 25.421, 7.991)  0.056
H (-23.546, 25.426, 7.731)  0.087
H (-22.115, 25.359, 2.833)  0.071
H (-23.356, 25.758, 1.757)  0.084
H (-23.379, 24.154, 2.556)  0.084
H (-24.304, 23.579, 5.904)  0.100
C (-13.598, 28.384, -0.737)  -0.024
C (-13.434, 28.860, 0.725)  -0.503
C (-14.701, 29.640, 1.175)  -0.122
C (-15.771, 28.643, 1.616)  -0.179
C (-15.317, 27.601, 2.636)  -0.149
C (-14.072, 26.810, 2.261)  -0.491
N (-13.106, 27.748, 1.635)  -0.125
O (-11.891, 27.139, 1.358)  -0.020
C (-13.432, 26.357, 3.577)  -0.027
C (-14.382, 25.641, 1.326)  -0.028
C (-12.259, 29.819, 0.764)  -0.059
H (-12.639, 28.086, -1.162)  0.082
H (-14.044, 29.176, -1.339)  0.079
H (-14.225, 27.494, -0.785)  0.063
H (-14.416, 30.370, 1.931)  0.110
H (-15.177, 30.105, 0.311)  0.112
H (-16.264, 28.256, 0.724)  0.119
H (-16.501, 29.197, 2.220)  0.083
H (-16.138, 26.881, 2.594)  0.109
H (-15.269, 28.078, 3.612)  0.110
H (-13.081, 27.208, 4.155)  0.092
H (-14.082, 25.656, 4.099)  0.074
H (-12.539, 25.754, 3.369)  0.077
H (-15.006, 24.881, 1.810)  0.086
H (-14.732, 25.755, 0.299)  0.070
H (-13.473, 25.055, 1.132)  0.082
H (-12.471, 30.662, 0.106)  0.089
H (-11.300, 29.358, 0.503)  0.076
H (-11.947, 30.131, 1.769)  0.087
H (-11.275, 27.353, 2.068)  0.107
C (-12.463, 21.172, 9.212)  -0.014
C (-12.665, 22.509, 8.492)  -0.524
C (-12.194, 22.412, 7.031)  -0.143
C (-13.027, 21.441, 6.204)  -0.185
C (-14.462, 21.895, 6.238)  -0.139
C (-15.097, 22.219, 7.640)  -0.488
N (-14.066, 22.909, 8.433)  -0.102
O (-14.582, 23.289, 9.695)  -0.020
C (-16.298, 23.137, 7.312)  -0.036
C (-15.636, 20.937, 8.268)  -0.042
C (-11.819, 23.650, 9.051)  -0.047
H (-12.872, 20.430, 8.526)  0.057
H (-12.989, 20.993, 10.149)  0.085
H (-11.397, 21.038, 9.407)  0.084
H (-12.212, 23.387, 6.548)  0.122
H (-11.163, 22.046, 7.053)  0.123
H (-12.917, 20.382, 6.440)  0.104
H (-12.657, 21.519, 5.176)  0.112
H (-15.145, 21.145, 5.804)  0.120
H (-14.765, 22.661, 5.515)  0.112
H (-17.009, 22.517, 6.768)  0.086
H (-16.792, 23.427, 8.243)  0.083
H (-15.997, 24.007, 6.732)  0.050
H (-15.001, 20.072, 8.050)  0.074
H (-15.754, 21.082, 9.343)  0.083
H (-16.585, 20.595, 7.851)  0.080
H (-12.134, 23.964, 10.054)  0.077
H (-12.028, 24.580, 8.514)  0.085
H (-10.748, 23.468, 9.084)  0.084
H (-14.747, 24.233, 9.603)  0.102

The total charge is 0. The HOMO energy comes out at -7.73 eV. The value obtained for the gap between HOMO and LUMO is 7.9 eV. As for the energy: -84690.255 eV. The value obtained for the maximum force is 2.8 eV/A.

DFT (wB97M-V/def2-TZVPD) results for a cluster of 12 separate species, C33H75N9O18 in total in a non-equilibrium geometry.

Last column: Löwdin charge in e.
Geometry (Å):
C (22.605, 31.953, -3.429)  -0.019
O (22.858, 31.779, -2.028)  0.007
C (24.108, 31.834, -1.600)  -0.612
O (25.136, 32.038, -2.199)  0.125
O (24.067, 31.634, -0.285)  -0.011
C (25.222, 31.620, 0.528)  -0.045
H (23.490, 32.207, -4.007)  0.097
H (21.777, 32.653, -3.510)  0.095
H (22.294, 30.967, -3.778)  0.052
H (25.999, 32.278, 0.131)  0.092
H (25.675, 30.636, 0.626)  0.097
H (24.899, 32.091, 1.454)  0.095
C (25.280, 27.764, -8.794)  -0.023
O (25.465, 29.160, -9.055)  -0.010
C (25.788, 29.928, -8.035)  -0.611
O (26.047, 29.595, -6.916)  0.145
O (25.685, 31.224, -8.382)  -0.002
C (24.983, 31.568, -9.560)  -0.057
H (26.116, 27.151, -8.460)  0.097
H (24.885, 27.362, -9.724)  0.094
H (24.550, 27.582, -8.007)  0.068
H (24.135, 30.894, -9.657)  0.092
H (25.552, 31.445, -10.488)  0.099
H (24.778, 32.637, -9.520)  0.080
C (16.969, 30.668, -6.210)  -0.064
O (17.655, 30.757, -4.998)  0.002
C (18.731, 29.997, -4.736)  -0.566
O (19.451, 29.428, -5.535)  0.078
O (18.965, 30.076, -3.450)  0.022
C (20.198, 29.558, -2.912)  0.007
H (16.114, 29.999, -6.128)  0.102
H (17.577, 30.529, -7.110)  0.103
H (16.615, 31.658, -6.521)  0.081
H (20.157, 28.473, -2.867)  0.086
H (20.244, 30.074, -1.959)  0.108
H (21.022, 29.825, -3.574)  0.056
C (20.948, 25.152, -9.058)  0.017
C (20.843, 25.638, -10.491)  -0.526
O (21.272, 26.764, -10.758)  0.005
N (20.370, 24.783, -11.389)  0.019
C (20.086, 25.135, -12.771)  -0.054
H (21.090, 24.070, -9.028)  0.085
H (20.081, 25.404, -8.441)  0.053
H (21.713, 25.652, -8.468)  0.080
H (20.173, 23.836, -11.113)  0.138
H (20.883, 24.734, -13.402)  0.087
H (20.277, 26.201, -12.892)  0.064
H (19.097, 24.913, -13.157)  0.085
C (16.046, 35.566, -5.660)  0.001
C (17.084, 34.710, -6.353)  -0.542
O (16.826, 34.205, -7.450)  0.020
N (18.146, 34.355, -5.606)  0.032
C (19.186, 33.402, -6.055)  -0.033
H (15.772, 35.062, -4.729)  0.082
H (15.136, 35.529, -6.250)  0.085
H (16.547, 36.495, -5.397)  0.085
H (18.062, 34.455, -4.609)  0.131
H (19.893, 33.837, -6.766)  0.067
H (18.733, 32.609, -6.646)  0.060
H (19.788, 33.075, -5.213)  0.082
C (20.767, 25.766, -4.547)  0.010
C (19.641, 25.538, -5.536)  -0.540
O (19.381, 24.429, -5.981)  0.026
N (18.887, 26.606, -5.920)  0.014
C (17.849, 26.526, -6.934)  -0.062
H (21.706, 25.734, -5.095)  0.062
H (20.706, 25.050, -3.730)  0.093
H (20.758, 26.749, -4.074)  0.048
H (19.124, 27.574, -5.699)  0.077
H (17.237, 27.423, -6.952)  0.076
H (17.203, 25.651, -6.892)  0.086
H (18.392, 26.412, -7.879)  0.067
C (21.491, 36.832, -8.182)  0.003
C (21.974, 35.388, -8.072)  -0.533
O (21.527, 34.477, -8.785)  -0.031
N (23.059, 35.161, -7.334)  0.021
C (23.682, 33.833, -7.107)  -0.014
H (20.620, 36.865, -8.836)  0.083
H (22.234, 37.530, -8.559)  0.082
H (21.068, 37.131, -7.220)  0.080
H (23.411, 35.916, -6.767)  0.135
H (24.752, 33.942, -6.997)  0.098
H (23.381, 33.199, -7.940)  0.050
H (23.023, 33.409, -6.347)  0.078
C (15.474, 32.618, -11.616)  -0.012
C (16.959, 32.933, -11.577)  -0.560
O (17.625, 32.659, -12.566)  0.025
N (17.477, 33.285, -10.387)  0.028
C (18.895, 33.169, -10.118)  -0.073
H (14.909, 32.402, -10.712)  0.070
H (15.302, 31.836, -12.356)  0.077
H (15.012, 33.430, -12.190)  0.080
H (16.870, 33.395, -9.591)  0.096
H (19.469, 34.032, -10.453)  0.073
H (19.357, 32.313, -10.611)  0.070
H (19.025, 33.036, -9.048)  0.052
C (24.502, 24.587, -4.532)  -0.004
C (24.559, 26.010, -4.996)  -0.559
O (25.303, 26.337, -5.898)  0.051
N (23.763, 26.899, -4.343)  0.003
C (23.689, 28.298, -4.719)  -0.048
H (24.926, 24.431, -3.542)  0.085
H (25.101, 23.975, -5.206)  0.082
H (23.500, 24.190, -4.714)  0.074
H (23.282, 26.617, -3.508)  0.124
H (24.282, 28.580, -5.588)  0.066
H (24.114, 28.953, -3.955)  0.089
H (22.642, 28.507, -4.949)  0.067
O (21.774, 30.819, -6.670)  -0.010
C (21.302, 30.369, -7.722)  -0.576
N (21.120, 31.193, -8.774)  0.193
C (21.125, 28.904, -7.962)  0.012
H (21.333, 32.127, -8.443)  0.072
H (21.232, 30.896, -9.739)  0.051
H (20.345, 28.508, -7.314)  0.052
H (22.105, 28.461, -7.770)  0.082
H (20.932, 28.699, -9.015)  0.068
O (22.860, 34.504, -13.639)  0.022
C (22.638, 34.790, -12.475)  -0.596
N (22.209, 33.826, -11.599)  0.185
C (22.826, 36.155, -11.913)  -0.003
H (22.144, 33.945, -10.597)  0.054
H (21.996, 32.914, -11.967)  0.060
H (23.894, 36.152, -11.654)  0.092
H (22.256, 36.335, -11.006)  0.060
H (22.833, 36.914, -12.691)  0.087
O (21.541, 30.618, -11.514)  -0.017
C (21.347, 30.232, -12.668)  -0.541
N (21.388, 28.903, -12.918)  0.176
C (20.911, 31.146, -13.790)  0.010
H (21.292, 28.617, -13.877)  0.101
H (21.602, 28.256, -12.170)  0.069
H (21.814, 31.488, -14.302)  0.093
H (20.529, 32.044, -13.305)  0.071
H (20.172, 30.731, -14.467)  0.085

The total charge is 0. The HOMO energy comes out at -8.90 eV. The value obtained for the gap between HOMO and LUMO is 9.1 eV. As for the energy: -85706.916 eV. The value obtained for the maximum force is 2.7 eV/A.

What is the formula in the second record?
C33H75N3O6S3

total charge of number 2 (C33H75N3O6S3)?
0